Computed, not measured: a cluster of 5 separate species, C41H95IN6O11S in total in a non-equilibrium geometry, with wB97M-V/def2-TZVPD.

Summary:
* electronic energy: -94449.609 eV
* structure (SMILES): CCCCCCN(CC=O)[C@@](O)(I)[C@@H](CCCS)OCCCCN.COCCNCCOC.COCCNCCOC.COCCNCCOC.COCCNCCOC
* LUMO level: 0.01263 Eh
* highest occupied orbital energy: -8.48 eV
* frontier orbital gap: 8.82 eV
* strongest force on any atom: 2.5 eV Å⁻¹

Geometry as XYZ:
```
155
Properties=species:S:1:pos:R:3:forces:R:3:lowdin_charge:R:1
I 0.2400 -0.4966 -4.3229 0.02 0.09 0.13 1.012
S -2.8854 4.8320 -1.3956 0.15 0.27 -0.31 0.736
O -1.8728 -0.0104 -2.3909 0.07 0.08 0.20 -0.056
O 0.5715 -3.6713 6.6702 0.06 -0.11 0.03 -0.216
O -4.7986 -2.3245 -4.0605 0.72 2.13 -0.97 0.040
O 0.2938 0.0918 7.9435 -0.05 0.08 0.21 -0.213
O 1.4309 -7.9277 5.1005 -0.12 -0.02 0.10 -0.191
O 0.6197 2.8381 5.0436 0.11 -0.06 0.07 -0.185
O 3.6027 -2.1489 -5.7239 0.10 0.10 -0.08 -0.204
O 6.0193 -5.2724 -8.1252 -0.01 0.06 0.06 -0.180
O 2.5170 2.8523 0.8512 -0.06 -0.02 0.04 -0.177
O -1.6949 -3.3703 10.1978 0.00 0.09 -0.01 -0.174
O -0.3402 2.4936 -4.4414 -0.58 0.12 -0.03 -0.181
N -0.5226 5.5480 -9.0482 -0.25 -0.22 0.07 -0.007
N 2.8119 4.3639 3.6568 -0.12 -0.11 -0.13 -0.049
N -0.8159 -5.9367 4.8807 0.18 0.07 0.08 -0.050
N 0.7810 -1.3656 10.5411 -0.08 -0.05 -0.09 -0.048
N 3.9643 -2.8638 -8.6283 0.07 -0.13 0.12 -0.051
N -2.5686 0.4509 -4.6232 -0.35 -0.27 0.39 -0.135
C 0.8057 -8.6742 6.1247 0.12 0.04 -0.02 -0.114
C -4.4499 1.7812 -3.5076 -0.67 -0.26 -0.23 -0.169
C -4.4666 -1.2448 -4.5634 -0.74 -2.11 1.06 -0.208
C -1.1652 2.0658 -3.3726 1.14 -0.39 0.24 -0.358
C -0.3980 2.2057 -2.0431 -0.56 0.44 -0.13 -0.128
C 2.4975 4.2433 1.1027 0.03 0.12 -0.17 -0.230
C 0.6298 -7.6980 3.9490 0.12 0.03 -0.21 -0.216
C -1.5799 0.5981 -3.6197 0.14 0.23 -0.22 -0.745
C -1.3222 2.5357 -0.8611 0.04 0.34 -0.26 -0.236
C -1.6734 5.4873 -8.1294 0.26 0.71 -0.24 -0.290
C -3.5784 1.4906 -4.7385 0.06 0.78 0.14 -0.176
C 1.4731 4.8467 3.9678 0.17 -0.11 -0.05 -0.216
C 1.5100 1.9360 5.6750 -0.04 0.03 -0.22 -0.108
C 4.8147 -5.2887 -8.8652 -0.03 -0.15 -0.13 -0.232
C 5.9210 -4.7579 -6.8110 0.17 -0.06 -0.07 -0.099
C -0.3460 1.1871 8.5665 -0.07 -0.09 -0.13 -0.113
C -3.0191 -0.9171 -4.8712 -0.26 -0.02 -0.24 -0.169
C 0.9228 4.2128 5.2286 -0.19 0.14 -0.02 -0.216
C 1.4916 -4.7305 6.8575 -0.05 0.11 0.16 -0.092
C 0.1675 -6.2589 3.8548 -0.09 0.04 0.18 -0.215
C -0.5062 3.8620 -4.7987 0.45 -0.06 -0.26 -0.202
C 3.3005 4.6936 2.3191 0.07 0.01 0.20 -0.196
C 1.5634 -0.2474 8.4864 0.18 -0.13 -0.16 -0.215
C -1.9125 -2.5195 9.0868 -0.13 -0.06 0.03 -0.091
C -0.3419 -3.6862 10.4567 0.07 -0.22 0.06 -0.223
C -1.1058 -4.5140 5.0464 -0.12 -0.19 0.00 -0.195
C 4.4189 -3.9536 -9.4896 -0.03 0.22 -0.02 -0.201
C -4.0893 5.3823 -4.8344 -0.53 -0.33 0.48 -0.120
C 1.6501 2.0738 1.6528 0.11 -0.12 -0.17 -0.099
C -5.8480 2.3188 -3.8847 0.75 -0.46 0.09 -0.197
C -1.4438 4.0465 -0.6045 -0.34 -0.27 0.30 -0.535
C -5.3475 4.8048 -4.1739 0.24 0.07 -0.86 -0.238
C -1.1067 3.9740 -6.1839 0.36 -0.09 -0.18 -0.185
C -5.7999 3.4929 -4.8526 -0.70 0.24 0.66 -0.201
C 0.4450 -2.6187 11.2144 0.02 0.18 0.06 -0.195
C 0.0321 -3.5498 5.3668 -0.08 0.23 -0.09 -0.217
C 2.5927 -2.1146 -6.7235 -0.19 -0.17 0.05 -0.256
C 1.5183 -1.5266 9.2942 -0.19 -0.05 0.03 -0.210
C 2.8127 -3.1689 -7.7886 0.21 0.03 -0.07 -0.213
C -1.2172 5.4100 -6.6780 -0.49 -0.60 0.08 -0.204
C 4.5201 -1.0748 -5.7659 -0.03 -0.07 0.09 -0.112
H -1.9546 5.9302 -6.0668 0.24 0.21 0.13 0.081
H -4.2315 5.4251 -5.9112 0.04 0.07 -0.17 0.078
H -2.0667 3.4587 -6.2144 -0.13 0.16 -0.08 0.092
H 5.2864 -3.5827 -10.0402 -0.01 -0.02 -0.05 0.119
H -2.3251 2.1810 -1.0859 -0.05 -0.34 0.21 0.081
H -0.1988 6.5048 -9.0873 0.20 0.06 0.04 0.062
H 2.1154 -4.8887 5.9748 -0.03 -0.05 -0.04 0.091
H 0.9853 -5.6619 7.1244 0.06 -0.07 -0.10 0.075
H 0.2183 1.3349 -1.8590 0.12 -0.14 0.01 0.091
H 1.5850 -8.9955 6.8139 0.02 0.02 -0.01 0.088
H -3.8944 6.3839 -4.4622 0.24 0.10 0.02 0.078
H -1.2112 -2.7277 8.2743 0.05 0.05 0.03 0.074
H -1.0791 4.4180 -4.0527 -0.16 -0.05 0.12 0.111
H 2.1285 1.7715 2.5880 -0.11 0.06 0.10 0.073
H 6.0416 -3.6715 -6.7929 -0.11 0.03 0.07 0.071
H 1.0625 -5.6266 3.9163 0.04 -0.01 -0.10 0.103
H -0.5750 4.5789 -0.9801 0.06 0.16 -0.06 0.062
H 1.6495 -2.3388 -6.2191 -0.02 0.01 -0.04 0.054
H 5.0631 -1.0750 -4.8222 -0.01 -0.02 0.01 0.089
H -0.0186 4.7124 5.4742 0.01 0.00 0.03 0.121
H -0.3699 -4.5697 11.0998 -0.02 0.00 0.01 0.121
H 0.7536 4.6416 3.1640 -0.07 0.07 0.02 0.100
H 0.7137 2.5976 1.8650 0.02 0.03 0.10 0.080
H -0.2423 5.8821 -6.5790 0.04 0.28 0.03 0.115
H -3.9960 2.4920 -2.8217 0.31 -0.05 0.06 0.068
H 0.4907 4.3064 -4.8227 0.09 0.09 0.07 0.132
H 1.6059 4.3547 6.0718 0.08 -0.05 -0.04 0.123
H -2.7933 -0.2767 -2.3676 -0.24 -0.11 -0.09 0.098
H 4.0068 -5.7278 -8.2668 -0.01 0.10 0.08 0.111
H 4.2990 4.2605 2.2279 0.03 0.04 -0.02 0.121
H 0.0772 -8.0799 6.6872 -0.07 -0.05 -0.02 0.075
H 0.3080 -9.5610 5.7230 -0.04 0.00 0.01 0.088
H 1.4631 4.6115 1.1253 -0.03 -0.06 0.11 0.103
H -3.0748 2.4100 -5.0315 -0.06 -0.04 -0.04 0.085
H -0.8276 5.3304 -9.9876 0.03 -0.08 -0.09 0.058
H -0.1290 -2.3565 12.1061 0.02 -0.05 0.03 0.119
H -1.5986 -4.1617 4.1342 0.04 0.04 -0.02 0.119
H -6.4265 1.4828 -4.2805 -0.13 0.03 -0.23 0.102
H -0.3869 -2.5411 5.3246 0.01 0.01 0.03 0.122
H -2.4302 -1.6506 -4.3331 0.19 0.05 0.13 0.084
H -0.4517 3.4218 -6.8594 0.04 -0.09 -0.07 0.129
H -0.0734 -0.8592 10.3569 -0.04 0.01 -0.03 0.068
H -2.8772 -1.1475 -5.9334 -0.09 -0.02 -0.14 0.136
H -0.2859 -6.1007 2.8715 0.02 0.03 -0.02 0.125
H 1.7058 2.2336 6.7077 0.06 0.00 0.03 0.079
H 1.2603 -7.9072 3.0808 -0.01 -0.03 0.00 0.122
H 1.5157 5.9313 4.1088 -0.02 0.02 -0.03 0.124
H -3.2427 4.7322 -4.6199 0.14 0.11 -0.02 0.033
H 1.9207 -3.2188 -8.4210 -0.01 -0.03 0.00 0.124
H 5.2478 -1.1814 -6.5784 -0.02 0.07 -0.04 0.075
H -5.2632 -0.5277 -4.8332 0.16 0.01 -0.05 0.113
H 0.1566 -3.9941 9.5289 0.00 0.12 -0.04 0.101
H 0.8349 -3.5802 4.6204 0.03 -0.13 0.02 0.114
H -0.5071 -6.3095 5.7673 0.02 -0.03 0.02 0.067
H 2.1371 -4.4573 7.6939 0.00 0.04 -0.01 0.085
H -1.1535 1.5075 7.9095 0.01 -0.01 -0.02 0.094
H 1.9721 0.5816 9.0734 -0.08 0.01 0.07 0.124
H -2.0320 2.7178 -3.3039 -0.27 -0.13 -0.05 0.099
H 1.4202 1.1640 1.0971 0.01 0.03 -0.05 0.090
H 4.9747 -5.0303 -6.3372 -0.05 0.06 -0.01 0.088
H -6.3280 2.6045 -2.9504 -0.26 0.16 -0.01 0.113
H 1.0359 0.9589 5.6826 -0.06 -0.02 0.02 0.085
H -0.9841 2.0481 0.0486 0.06 -0.11 0.08 0.098
H 1.0790 -2.2938 8.6460 0.11 0.01 -0.07 0.083
H 6.7362 -5.1893 -6.2305 0.00 -0.03 -0.02 0.088
H 3.6346 -4.1467 -10.2295 -0.02 -0.06 0.01 0.116
H -5.1870 3.2656 -5.7191 0.16 -0.02 -0.13 0.096
H -1.8504 -1.4648 9.3700 0.08 0.03 -0.09 0.072
H 0.2552 3.0596 -2.2090 0.33 -0.04 0.08 0.117
H 1.3780 -3.0752 11.5627 0.01 -0.04 -0.03 0.116
H 4.9954 -5.9812 -9.6910 0.01 0.00 0.00 0.120
H -2.3028 4.6448 -8.4035 0.01 -0.24 0.08 0.109
H -2.9260 -2.7042 8.7297 0.00 -0.03 0.02 0.089
H 2.5060 -1.1160 -7.1616 0.08 0.01 -0.04 0.121
H -6.8121 3.6430 -5.2274 -0.05 -0.02 -0.17 0.108
H -4.6166 0.8431 -2.9723 0.08 0.01 0.27 0.106
H 3.4216 5.7806 2.2628 -0.04 0.01 -0.04 0.117
H -6.1432 5.5378 -4.2832 -0.13 0.09 0.17 0.102
H -5.1809 4.6541 -3.1105 0.03 -0.02 0.13 0.063
H 0.3428 2.0257 8.7066 0.00 0.01 0.05 0.084
H -1.5253 4.2629 0.4563 0.10 0.01 0.13 0.059
H -0.2189 -8.3877 3.9191 -0.05 0.03 0.08 0.122
H 2.9659 4.6990 0.2268 0.00 -0.01 -0.01 0.122
H -3.8530 4.2967 -0.6403 0.10 -0.11 0.11 -0.123
H -2.2945 6.3815 -8.2406 -0.17 0.02 -0.04 0.101
H 4.7342 -2.5705 -8.0439 0.01 0.02 0.04 0.067
H 4.0038 -0.1165 -5.8708 0.01 0.02 -0.03 0.088
H -0.7804 0.9174 9.5349 0.05 0.06 0.05 0.076
H 2.9136 -4.1328 -7.2734 -0.11 -0.02 0.02 0.104
H -4.2453 1.2764 -5.5695 0.10 -0.37 -0.24 0.126
H 2.8411 3.3609 3.7732 -0.03 -0.03 0.03 0.066
H -1.8394 -4.4315 5.8523 -0.03 0.04 -0.02 0.118
H 2.4622 1.8555 5.1369 0.05 0.05 0.09 0.079
H 2.5447 -1.8293 9.5273 0.01 -0.01 0.01 0.126
H 2.2319 -0.4154 7.6357 0.01 0.03 0.01 0.120
```
Positions in Å, forces in eV/Å.